1.
Here is an isolated molecule of C5H9NO from the OMol25 dataset. Energies are from ωB97M-V with the def2-TZVPD basis set.

Each line ends with the Löwdin charge.
Element x y z (Å)
O -2.728 -1.115 1.937  0.03
N -1.823 0.603 0.917  -0.06
C 2.415 -0.877 -1.298  -0.05
C -2.048 -0.792 0.993  -0.34
C 1.519 -0.472 -0.389  -0.17
C -0.381 1.075 0.677  -0.16
C 0.243 0.466 -0.660  -0.16
H 3.474 -0.470 -1.487  0.08
H -1.358 -1.512 0.376  0.15
H 0.090 0.838 1.612  0.09
H -0.579 2.171 0.495  0.12
H 2.222 -1.624 -2.055  0.04
H 0.713 1.239 -1.335  0.11
H -0.577 -0.048 -1.090  0.06
H -2.592 1.335 0.675  0.17
H 1.412 -0.816 0.634  0.09

Values from the calculation:
HOMO-LUMO gap = 7.20 eV
ΔE to the lowest compared entry with this formula, charge and spin = 625.72 kJ/mol
Structure (SMILES) = C=CCCNC=O



2.
Here is an isolated molecule of C2H3BrClNO3 from the OMol25 dataset. Energies are from ωB97M-V with the def2-TZVPD basis set.

Each line ends with the Löwdin charge.
Element x y z (Å)
Br -1.284 -1.611 -0.542  0.87
Cl -1.017 0.267 1.789  0.69
O -0.935 0.789 -2.011  0.05
O -1.175 2.192 -0.393  0.09
O 1.343 -1.139 0.987  -0.12
N -0.913 1.119 -0.864  -0.46
C -0.524 0.018 0.089  -1.08
C 1.012 -0.094 0.116  -0.31
H 1.484 0.704 0.622  0.12
H 0.702 -1.833 1.063  0.02
H 1.306 -0.414 -0.857  0.11

Values from the calculation:
HOMO-LUMO gap = 10.37 eV
ΔE to the lowest compared entry with this formula, charge and spin = 9.16 kJ/mol
Structure (SMILES) = O=[N+]([O-])[C@@](Cl)(Br)CO



3.
Here is a structure of composition C41H37BF3N11O4RuS from the OMol25 dataset. Energies are from ωB97M-V with the def2-TZVPD basis set.

Each line ends with the Löwdin spin population.
Element x y z (Å)
Ru 0.322 0.774 1.326  3.13
S -3.905 7.062 0.437  0.01
F 2.962 0.021 2.409  0.03
F 2.565 2.161 2.571  0.02
F 1.624 0.783 3.919  0.02
O 2.020 0.023 -1.089  0.02
O -4.251 -1.676 -1.112  0.00
O 2.900 1.906 -0.120  0.01
O -1.254 -2.110 -4.210  0.00
N -0.249 -1.222 0.092  0.11
N -0.915 2.193 2.490  0.25
N -3.273 6.052 -0.652  -0.01
N -2.258 -1.925 3.704  0.00
N -3.814 -4.778 4.692  0.00
N -3.465 6.289 1.785  0.01
N -3.564 -3.911 3.680  0.00
N -0.722 1.899 -0.188  0.26
N -3.143 -2.533 -3.047  0.00
N -0.638 -0.736 2.836  0.10
N -3.703 -5.969 4.274  0.00
C 3.604 1.620 -1.280  0.00
C -1.809 -2.278 -3.148  0.00
C -2.310 4.287 3.684  0.05
C -3.864 -2.823 -1.840  0.00
C -1.390 3.014 0.309  0.14
C -0.024 -3.304 -1.714  0.00
C -3.579 -2.500 3.918  0.00
C 3.578 -0.028 -3.036  0.00
C -2.785 5.212 1.419  0.00
C -1.151 2.659 -2.432  0.09
C -0.993 -2.326 -1.886  0.00
C -3.125 -6.980 2.038  0.00
C 4.665 2.300 -1.819  0.00
C 3.075 0.485 -1.867  0.00
C 7.557 2.557 -2.630  0.00
C -0.603 1.783 -1.542  0.07
C 5.209 1.805 -3.012  0.00
C 5.978 3.983 -3.953  0.00
C -1.054 2.260 3.823  0.04
C 6.395 2.543 -3.632  0.00
C -1.495 3.156 1.707  0.10
C -2.202 4.232 2.318  0.05
C 0.780 -3.263 -0.588  0.00
C -1.067 -1.296 -0.959  0.01
C 1.996 0.951 2.626  0.06
C -1.087 -2.380 4.270  0.00
C -0.097 -1.616 3.749  0.01
C -1.861 3.781 -1.943  0.12
C -2.903 -4.237 1.243  0.00
C -2.945 -0.215 2.013  0.01
C -1.733 3.271 4.461  0.10
C -3.260 -4.606 2.544  0.00
C -1.971 3.953 -0.591  0.03
C -1.943 -0.944 2.832  0.01
C -2.789 -6.628 0.754  0.00
C 6.879 1.881 -4.923  0.00
C -2.674 5.075 0.014  0.00
C 4.656 0.660 -3.592  0.00
C 0.636 -2.203 0.287  0.02
C -2.680 -5.275 0.366  0.00
C -3.362 -5.939 2.939  0.00
B 1.941 0.933 -0.052  0.06
H -2.601 -7.398 0.020  0.00
H -2.807 -3.202 0.938  0.00
H -4.276 -2.004 3.241  0.00
H 3.162 -0.907 -3.502  0.00
H -4.899 -1.179 -1.626  0.00
H -4.736 -3.428 -2.101  0.00
H -2.844 5.109 4.140  0.00
H 5.139 4.000 -4.648  0.00
H 7.214 0.858 -4.753  0.00
H -3.722 0.220 2.642  0.00
H -0.590 1.462 4.385  0.00
H -1.805 3.273 5.536  0.01
H -3.210 -8.011 2.347  0.00
H 0.090 -4.090 -2.449  0.00
H -2.407 -5.052 -0.655  0.00
H 7.287 3.061 -1.704  0.00
H 5.685 4.529 -3.057  0.00
H -3.230 -3.400 -1.159  0.00
H 0.955 -1.649 3.960  0.00
H -1.022 2.492 -3.490  0.00
H -1.078 -3.175 4.991  0.00
H 5.070 0.280 -4.513  0.00
H 8.410 3.084 -3.058  0.00
H 1.271 -2.115 1.162  0.00
H 7.871 1.543 -2.384  0.00
H -2.464 0.602 1.475  0.00
H -2.306 4.504 -2.611  0.00
H 7.725 2.443 -5.318  0.00
H -0.042 0.930 -1.895  0.00
H 1.523 -4.022 -0.398  0.00
H 6.104 1.871 -5.689  0.00
H -1.798 -0.508 -1.064  0.00
H -3.903 -2.351 4.949  0.00
H 5.055 3.181 -1.332  0.00
H -3.644 -2.469 -3.923  0.00
H -3.422 -0.863 1.276  0.00
H 6.810 4.519 -4.409  0.00

Values from the calculation:
HOMO-LUMO gap (spin up / spin down) = 5.48 / 5.87 eV
Charge = +1
ΔE to the lowest compared entry with this formula, charge and spin = 9.94 kJ/mol
Spin multiplicity = 6



4.
Here is a structure of composition C4H7N2OS from the OMol25 dataset. Energies are from ωB97M-V with the def2-TZVPD basis set.

Each line ends with the Löwdin charge.
Element x y z (Å)
S -1.950 -1.589 -0.030  1.03
O 2.967 -1.165 -0.244  0.06
N -1.131 0.011 0.285  -0.34
N 1.963 -0.451 -0.189  -0.24
C -2.188 0.059 -0.709  -0.36
C 0.257 0.627 0.143  -0.21
C 1.240 -0.079 1.078  0.02
C 1.085 0.080 -0.942  0.00
H 1.813 0.436 1.750  0.11
H 0.669 -0.941 1.641  0.17
H -1.747 0.210 -1.813  0.16
H 0.144 1.694 0.312  0.17
H -3.014 0.697 -0.576  0.08
H -1.283 0.291 1.314  0.19
H 1.175 0.119 -2.021  0.15

Values from the calculation:
HOMO-LUMO gap = 8.05 eV
Charge = +1
ΔE to the lowest compared entry with this formula, charge and spin = 556.91 kJ/mol



5.
Here is a structure of composition C14H16F9FeN3O2S3 from the OMol25 dataset. Energies are from ωB97M-V with the def2-TZVPD basis set.

Each line ends with the Löwdin spin population.
Element x y z (Å)
Fe -0.114 0.081 0.130  1.54
S -2.415 -2.935 0.882  0.00
S 0.020 -2.092 -0.716  -0.01
S -2.252 -0.365 -0.748  -0.09
F 2.611 -2.922 1.218  0.00
F 4.194 0.752 2.033  0.00
F 3.761 -1.324 0.336  0.00
F 2.477 1.458 3.123  0.00
F 4.315 -2.103 2.270  0.00
F 2.188 -2.322 3.967  0.00
F 0.957 -0.553 4.127  0.00
F 0.431 -2.109 2.731  0.00
F 3.756 -0.044 3.997  0.00
O 1.141 1.088 -1.375  0.00
O 1.571 -0.123 1.216  -0.01
N -0.960 0.492 2.016  -0.01
N -2.734 -0.455 3.448  0.00
N 2.707 2.184 -0.154  0.00
C 3.191 0.356 2.848  0.00
C -4.923 0.601 3.656  0.00
C -2.552 -0.610 4.889  0.00
C 0.329 2.778 0.072  -0.05
C -3.342 0.466 5.622  0.00
C -1.789 0.044 2.685  0.00
C 1.434 1.920 -0.513  -0.01
C -1.616 -1.903 -0.181  0.00
C 2.296 -0.725 2.132  0.00
C -0.979 2.060 -0.230  -0.33
C -4.807 0.460 5.176  0.00
C 1.455 -1.453 3.246  0.00
C 3.261 -1.791 1.486  0.00
C -4.117 -0.479 2.952  0.00
H -1.488 -0.580 5.113  0.00
H -5.356 1.260 5.677  0.00
H 0.476 2.913 1.146  0.00
H -2.895 1.440 5.399  0.00
H -1.784 2.219 0.474  -0.01
H -3.263 0.307 6.701  0.00
H -4.517 -1.472 3.173  0.00
H 2.828 2.546 0.780  0.00
H 3.340 1.424 -0.367  0.00
H -5.967 0.536 3.340  0.00
H -4.088 -0.386 1.868  0.00
H -4.547 1.582 3.348  0.00
H -5.270 -0.486 5.483  0.00
H -1.259 2.116 -1.274  -0.01
H -2.925 -1.603 5.159  0.00
H 0.419 3.766 -0.403  -0.01

Values from the calculation:
HOMO-LUMO gap (spin up / spin down) = 6.53 / 6.50 eV
Charge = -1
ΔE to the lowest compared entry with this formula, charge and spin = 102.20 kJ/mol
Spin multiplicity = 2



6.
Here is a structure of composition C40H40F12IrN4O3SSi from the OMol25 dataset. Energies are from ωB97M-V with the def2-TZVPD basis set.

Each line ends with the Löwdin spin population.
Element x y z (Å)
Ir 0.015 0.381 0.175  0.02
S 0.753 -1.422 -1.793  0.01
Si -1.439 1.401 3.100  0.00
F 5.425 1.577 0.118  0.00
F 3.867 3.046 1.719  0.00
F 3.755 0.981 2.301  0.00
F 4.519 -0.346 -0.065  0.00
F 1.967 2.147 2.120  0.00
F 4.518 0.993 -1.737  0.00
F -2.103 2.319 -3.727  0.00
F -3.931 -0.626 -2.279  0.00
F -4.667 0.729 -0.817  0.00
F -0.456 1.138 -3.040  0.00
F -4.550 1.343 -2.876  0.00
F -2.165 0.179 -3.892  0.00
O 0.079 -5.034 0.670  0.00
O -1.908 0.112 -0.926  0.00
O 2.177 0.388 0.052  0.00
N 0.604 -3.944 -1.270  0.00
N -0.322 0.266 2.385  0.01
N 0.095 2.363 -0.703  0.36
N -1.342 -2.630 -0.779  0.00
C 2.184 -6.172 -2.060  0.00
C -2.441 1.112 -1.665  0.00
C 2.553 2.682 -0.763  0.09
C 3.339 4.663 -1.966  0.11
C 2.170 -2.626 4.019  0.00
C 3.554 3.564 -1.137  -0.01
C 1.218 2.959 -1.173  0.03
C 2.972 1.464 0.072  0.01
C 3.159 1.915 1.557  0.00
C 2.072 4.820 -2.516  -0.01
C 1.633 -1.636 4.835  0.00
C 3.028 -7.906 -0.062  0.00
C -2.244 -3.643 -0.269  0.00
C -2.342 2.527 -1.081  0.05
C 1.677 -6.037 -0.768  0.00
C 1.857 -2.641 2.664  0.00
C -3.908 0.661 -1.916  0.00
C -3.095 0.970 2.247  0.00
C -4.670 5.464 -0.426  0.01
C -1.683 1.370 5.000  0.00
C 3.117 -7.155 -2.337  0.00
C -2.183 5.185 -0.209  -0.01
C 0.454 -0.668 2.949  0.00
C 0.787 -0.680 4.323  0.00
C 2.097 -6.925 0.223  0.00
C -0.851 3.172 2.695  0.00
C 3.550 -8.014 -1.339  0.00
C 4.450 5.607 -2.282  0.02
C 1.011 -1.694 2.143  0.00
C -3.575 -4.011 -2.382  0.00
C -1.053 4.411 -0.288  0.06
C 1.057 3.976 -2.150  0.10
C -3.469 3.331 -0.986  0.00
C -3.421 4.650 -0.546  0.06
C 4.368 0.930 -0.409  0.00
C -2.656 -4.648 -1.350  0.00
C -1.084 3.068 -0.717  0.02
C -0.100 -2.756 -1.202  0.00
C 0.702 -4.991 -0.368  0.00
C -1.787 1.178 -3.087  0.00
H 4.289 -8.770 -1.561  0.00
H -4.436 6.524 -0.495  0.00
H 1.874 5.615 -3.221  0.00
H 4.558 3.415 -0.773  0.00
H -1.691 3.824 2.479  0.00
H -2.104 6.209 0.123  0.00
H 1.897 -1.607 5.884  0.00
H -0.812 1.754 5.526  0.00
H 1.845 -5.536 -2.866  0.00
H 3.511 -7.248 -3.338  0.00
H -2.925 0.725 1.204  0.00
H -1.760 -5.043 -1.833  0.00
H 0.740 -1.713 1.091  0.00
H -3.855 -4.733 -3.146  0.00
H -2.513 2.020 5.257  0.00
H 2.831 -3.371 4.434  0.00
H 3.348 -8.586 0.713  0.00
H 4.069 6.503 -2.768  0.00
H 2.281 -3.400 2.023  0.00
H -3.165 -5.484 -0.869  0.00
H 0.400 0.106 4.946  0.00
H 1.395 -3.840 -1.898  0.00
H -4.482 -3.649 -1.903  0.00
H -3.091 -3.165 -2.861  0.00
H -3.572 0.111 2.710  0.00
H -4.436 2.952 -1.274  0.00
H -3.122 -3.118 0.101  0.00
H 5.170 5.135 -2.950  0.01
H -0.203 3.166 1.831  0.00
H 0.083 4.077 -2.608  0.00
H -0.096 4.824 0.002  0.00
H -3.789 1.801 2.287  0.00
H -1.770 -4.170 0.563  0.00
H -1.731 -1.689 -0.901  0.00
H 1.680 -6.821 1.215  0.00
H -0.290 3.602 3.518  0.00
H -5.381 5.206 -1.206  0.00
H -5.155 5.279 0.533  0.00
H 4.975 5.882 -1.369  0.00
H -1.907 0.382 5.392  0.00

Values from the calculation:
HOMO-LUMO gap (spin up / spin down) = 5.63 / 4.61 eV
ΔE to the lowest compared entry with this formula, charge and spin = 0.00 kJ/mol
Spin multiplicity = 2



Among the records above, which one has the highest ΔE to the lowest compared entry with this formula, charge and spin?
C5H9NO